A structure of composition C36H29N13O4S3W at a distorted geometry. Source: the OMol25 dataset; level of theory: ωB97M-V/def2-TZVPD.

Structure (ORCA input):
```
! RIJCOSX wB97M-V def2-TZVPD def2/J DEFGRID3
* xyz 0 1
W 0.648 0.433 -0.079
S -2.395 -1.168 -1.130
S -1.553 0.195 4.107
S 3.872 3.905 -0.536
O 0.176 1.378 -1.873
O 0.507 -1.551 0.464
O -1.468 -2.115 -1.701
O -3.340 -0.546 -2.004
N -0.072 -5.209 3.331
N 2.061 -1.386 3.930
N -3.215 1.660 -0.261
N 1.464 -0.597 -1.692
N -0.036 -3.690 0.263
N 2.933 1.918 -2.033
N 2.670 -0.269 0.481
N 0.766 -0.557 -2.881
N 1.935 2.296 0.092
N -1.481 -0.013 -0.365
N 0.214 0.477 1.975
N -0.928 2.010 0.260
N -4.560 -4.020 3.572
C 3.563 4.954 2.040
C 4.876 -1.729 1.276
C -1.960 1.230 -0.140
C 4.216 -2.054 0.105
C -2.612 2.238 -4.867
C -4.138 -1.948 2.413
C 2.880 4.918 3.239
C 3.308 0.030 1.617
C 3.179 4.065 1.044
C 4.423 -0.663 2.040
C 0.705 -2.939 2.402
C 2.660 -2.576 -2.519
C 2.386 -1.499 -1.527
C -3.679 -4.048 1.329
C 1.835 4.012 3.423
C -3.671 -1.272 1.308
C -2.058 0.156 -5.942
C 0.306 -4.196 2.927
C 0.044 0.521 -2.861
C -2.405 3.837 0.341
C 1.430 -2.064 3.243
C -2.807 1.326 -5.894
C -1.114 -0.103 -4.965
C 3.114 -1.302 -0.283
C 2.807 2.582 -0.855
C -3.210 -3.369 0.223
C 0.386 -2.673 1.057
C -1.667 1.984 -3.887
C -0.915 0.816 -3.937
C -4.119 -3.346 2.454
C -1.141 3.304 0.478
C -3.413 2.947 -0.023
C 1.455 3.132 2.427
C 2.142 3.143 1.213
C -3.180 -1.979 0.216
C -0.539 0.306 2.865
H 3.145 -3.427 -2.046
H 2.063 1.745 -2.526
H 1.309 3.981 4.367
H -4.246 -4.969 3.682
H -3.673 -0.190 1.304
H -3.678 -5.131 1.342
H 0.654 2.432 2.594
H 1.716 -2.899 -2.955
H 4.371 5.652 1.875
H 3.692 2.229 -2.619
H 3.293 -2.223 -3.336
H 2.882 0.822 2.216
H -2.222 -0.560 -6.736
H 3.159 5.591 4.037
H -0.295 3.904 0.783
H -2.597 4.881 0.533
H -4.487 -1.392 3.273
H -0.321 -4.553 0.697
H -2.860 -3.916 -0.641
H -4.599 -3.497 4.430
H 4.545 -2.877 -0.511
H -4.436 3.292 -0.133
H -3.205 3.142 -4.824
H 5.728 -2.311 1.600
H -3.550 1.521 -6.656
H -1.514 2.679 -3.072
H -0.501 -3.394 -0.588
H 4.880 -0.402 2.981
H -0.539 -1.018 -4.973
*
```

Calculated values
Energy above the lowest of the compared OMol25 structures with the same formula, charge and spin   139.5 kJ/mol
HOMO-LUMO gap   6.34 eV

Löwdin population analysis, charges in e, atoms 1 to 2: 1.765 0.647

---

A cluster of 10 separate species, C22H30F6N4O26 in total at a distorted geometry. Source: the OMol25 dataset; level of theory: ωB97M-V/def2-TZVPD.

Structure (ORCA input):
```
! RIJCOSX wB97M-V def2-TZVPD def2/J DEFGRID3
* xyz 1 2
F -9.477 2.955 -1.167
F 5.467 -2.702 -2.720
F -1.609 4.305 -0.629
F 4.736 -3.903 0.160
F 0.176 -3.231 4.510
F 1.737 0.474 0.287
O -7.070 1.431 0.785
O -5.240 2.425 -0.200
O 4.413 -0.179 -4.015
O 4.688 -1.900 1.188
O 3.015 -0.872 2.297
O -3.659 -1.298 -4.574
O 4.031 1.107 -2.099
O -7.276 2.334 -1.269
O -1.572 0.865 4.743
O -0.221 -3.903 -1.556
O 5.377 3.300 3.012
O 3.898 -1.212 -2.082
O -0.419 0.945 0.321
O 6.304 1.352 2.463
O 3.923 -2.824 3.053
O -2.469 1.457 -0.254
O -0.780 1.561 -1.730
O -1.093 -3.445 1.387
O 1.173 4.134 -0.889
O 1.765 3.724 1.277
O -2.285 -5.380 1.630
O 0.043 5.067 0.761
O -3.026 0.620 -3.782
O -0.709 -4.679 3.134
O -0.508 -1.967 -2.374
O 0.025 -0.228 3.894
N -0.454 0.815 4.276
N 5.521 2.298 2.309
N -3.670 -0.333 -3.776
N -0.935 -2.985 -1.889
C 4.550 2.244 1.108
C -8.573 1.920 -1.030
C 0.441 5.120 -1.411
C -1.451 -4.562 2.054
C 4.180 0.014 -2.695
C 4.783 -3.669 2.485
C -6.444 2.165 -0.156
C 0.356 2.020 3.815
C 4.182 -1.565 -4.372
C 0.204 -3.581 3.251
C 4.195 -2.233 -2.968
C 0.610 0.324 -0.414
C -0.404 -2.632 2.294
C 0.642 1.192 -1.692
C -2.433 -3.096 -1.669
C 5.234 -3.125 1.134
C -1.318 1.347 -0.557
C -4.673 -0.452 -2.675
C -8.495 1.429 0.440
C 1.037 4.214 0.459
C 3.801 -1.795 2.214
C -0.633 5.247 -0.468
H 0.965 6.071 -1.505
H 3.539 -3.103 -2.940
H -8.925 0.452 0.656
H 0.529 -0.737 -0.650
H 4.458 3.200 0.593
H -1.093 -1.949 2.790
H 1.177 -4.003 2.998
H -1.053 6.253 -0.450
H -2.779 -2.339 -0.965
H -5.510 0.239 -2.771
H -2.690 -3.971 -1.071
H -3.006 -3.131 -2.596
H -0.019 4.977 -2.389
H 1.087 0.737 -2.577
H -4.053 -0.164 -1.826
H -4.890 -1.509 -2.522
H -0.097 2.243 2.849
H 0.281 2.805 4.568
H -8.974 2.139 1.115
H 1.389 1.684 3.733
H 3.623 1.909 1.572
H -8.777 1.208 -1.830
H 5.089 1.465 0.570
H 5.610 -3.901 3.156
H 0.410 -2.070 1.835
H 1.324 1.993 -1.407
H 3.234 -1.675 -4.899
H 4.192 -4.555 2.252
H 5.025 -1.797 -5.023
H 6.324 -3.125 1.111
*
```

Calculated values
HOMO-LUMO gap (spin up / spin down)   5.68 / 2.26 eV
Expectation value of S²   0.760

Löwdin population analysis, charges in e, atoms 1 to 2: 0.049 0.045

---

A structure of composition C23H32IN9O4Tc at a distorted geometry. Source: the OMol25 dataset; level of theory: ωB97M-V/def2-TZVPD.

Structure (ORCA input):
```
! RIJCOSX wB97M-V def2-TZVPD def2/J DEFGRID3
* xyz 2 4
I -5.438 2.812 -1.127
Tc 0.046 -1.529 2.374
O 4.214 -0.867 -3.430
O 0.158 -5.494 1.249
O -3.344 -2.384 0.413
O -1.891 -1.746 1.983
N 2.920 0.865 -4.072
N 0.448 -0.228 0.740
N -0.584 0.111 3.744
N 0.032 -3.194 1.235
N -4.041 0.107 1.704
N 0.083 -3.182 3.859
N -3.010 0.994 1.793
N 2.214 -0.700 -2.395
N 2.201 -1.222 2.825
C 0.663 1.908 -0.286
C 0.204 1.089 0.728
C -4.518 1.681 0.302
C -1.041 -3.171 0.256
C 1.728 1.452 -4.538
C 2.566 0.105 3.397
C 1.116 -0.750 -0.294
C 1.722 0.445 4.624
C 1.575 -0.008 -1.389
C 0.384 1.094 4.286
C 0.473 0.859 -4.421
C -0.650 1.512 -4.906
C -2.235 -2.404 0.896
C -1.776 3.457 -6.059
C -4.959 0.452 0.829
C -3.278 1.954 0.949
C -0.564 2.754 -5.525
C 1.366 1.375 -1.351
C 1.829 2.689 -5.181
C 0.703 3.325 -5.659
C 3.181 -0.251 -3.326
C 0.322 -4.421 1.780
C 0.837 -4.292 3.217
H 0.801 4.284 -6.153
H -1.698 3.579 -7.141
H 0.555 1.875 3.545
H 3.757 1.174 -4.544
H 2.764 -1.370 1.990
H 2.411 -1.666 -2.174
H -1.039 -0.342 4.532
H -5.835 -0.142 0.622
H 1.749 2.024 -2.122
H -0.364 1.490 1.551
H -1.617 1.030 -4.819
H -0.882 -3.493 3.961
H 0.489 2.974 -0.227
H -1.339 0.588 3.254
H -1.852 4.463 -5.641
H 0.378 -0.129 -3.993
H 0.691 -5.245 3.723
H 2.425 0.862 2.623
H 2.285 1.138 5.250
H 3.622 0.105 3.669
H -0.785 -2.605 -0.645
H -1.355 -4.171 -0.036
H 2.806 3.144 -5.299
H 1.554 -0.459 5.219
H -2.692 2.911 -5.841
H 0.424 -3.029 4.803
H 1.905 -4.068 3.216
H -2.637 2.810 0.819
H -3.999 -0.765 2.223
H -0.021 1.571 5.180
H 2.525 -1.918 3.492
H 1.317 -1.815 -0.259
*
```

Calculated values
HOMO-LUMO gap (spin up / spin down)   6.02 / 4.07 eV
Expectation value of S²   3.771

Löwdin population analysis, charges in e, atoms 1 to 2: 0.903 1.684

---

A structure of composition C32H30BrIN5O2PdS2SeSi at a distorted geometry. Source: the OMol25 dataset; level of theory: ωB97M-V/def2-TZVPD.

Structure (ORCA input):
```
! RIJCOSX wB97M-V def2-TZVPD def2/J DEFGRID3
* xyz 1 1
I -1.948 0.538 -2.858
Pd -0.273 0.210 -0.483
Br -4.900 1.588 -1.642
Se -0.135 -2.233 -0.977
S 3.915 0.691 1.626
S -1.476 2.115 0.828
Si -1.400 -3.593 -2.524
O -0.336 1.715 1.621
O -1.149 2.771 -0.420
N -5.539 5.238 3.741
N 1.552 -0.171 1.061
N -2.235 0.748 0.356
N -2.159 -1.480 0.876
N -2.702 0.118 2.533
C -2.954 -4.041 -1.508
C -0.185 -5.030 -2.854
C -2.370 -0.205 1.279
C -2.744 2.962 3.125
C 1.670 -0.312 2.414
C -1.778 -2.649 -4.138
C -1.628 3.535 -3.274
C -2.890 -0.854 3.395
C -3.443 3.953 1.045
C -4.112 4.250 -2.261
C 2.910 0.122 2.925
C 0.715 -0.819 3.290
C 2.716 0.637 -0.894
C -4.414 4.673 1.702
C 3.198 0.082 4.280
C -2.617 3.094 1.750
C 2.219 -0.385 5.133
C 1.637 1.197 -2.962
C 4.022 0.894 -2.901
C 2.866 1.179 -3.609
C -2.500 2.566 -2.815
C -4.571 4.549 3.092
C -3.713 3.680 3.789
C 1.542 0.904 -1.615
C 3.953 0.641 -1.547
C -1.992 4.866 -3.204
C -3.232 5.225 -2.700
C -2.774 -2.196 3.049
C 2.618 0.345 0.519
C -3.740 2.916 -2.308
C 0.994 -0.834 4.640
C -2.362 -2.447 1.750
H 0.710 -4.660 -3.349
H -3.524 6.261 -2.630
H 0.117 -5.513 -1.929
H 4.157 0.414 4.646
H 2.401 -0.399 6.198
H 0.252 -1.194 5.336
H 4.974 0.870 -3.408
H 4.847 0.418 -0.980
H -0.660 3.257 -3.659
H -0.979 -1.956 -4.386
H -6.086 5.922 3.249
H -2.085 2.291 3.652
H 0.761 1.440 -3.547
H -5.058 5.344 1.155
H -3.379 -3.144 -1.064
H -3.284 4.064 -0.014
H -0.226 -1.169 2.899
H -1.305 5.617 -3.561
H -3.817 3.582 4.858
H -3.127 -0.537 4.402
H -1.882 -3.339 -4.967
H -2.164 -3.448 1.392
H -0.632 -5.780 -3.498
H -3.720 -4.504 -2.120
H -5.578 5.229 4.744
H 2.910 1.381 -4.668
H -2.970 -2.988 3.752
H -2.702 -2.084 -4.056
H -5.084 4.514 -1.874
H -2.699 -4.734 -0.710
*
```

Calculated values
HOMO-LUMO gap (spin up / spin down)   4.50 / 4.47 eV

Löwdin population analysis, charges in e, atoms 1 to 2: 1.259 0.595

---

A structure of composition C47H50ClN4OSSb2Y at a distorted geometry. Source: the OMol25 dataset; level of theory: ωB97M-V/def2-TZVPD.

Structure (ORCA input):
```
! RIJCOSX wB97M-V def2-TZVPD def2/J DEFGRID3
* xyz 2 1
Sb -0.895 1.313 -3.343
Sb 2.105 -1.882 -2.269
Y -1.208 1.320 1.131
Cl -1.713 1.223 3.811
S -3.934 0.771 1.344
O -0.948 -0.990 1.864
N -0.778 3.622 1.929
N -3.672 -1.904 1.300
N -2.535 3.105 -0.009
N -5.797 -1.052 1.182
C -1.045 -2.386 3.765
C -2.714 6.841 1.817
C 3.288 -2.052 -0.497
C 0.578 -6.534 -2.818
C -0.310 -1.700 2.662
C -3.494 5.342 0.096
C 3.195 2.703 -0.904
C 4.727 -2.093 1.905
C 0.901 1.760 -2.246
C 0.725 -1.676 -6.886
C 3.309 2.017 -2.101
C -0.154 -0.012 -4.820
C 0.871 0.394 -5.674
C 2.195 1.321 4.729
C 2.178 1.543 -2.757
C -0.131 1.084 4.656
C 1.047 -5.800 -3.895
C 3.590 -0.868 0.179
C 0.954 0.913 6.760
C 0.386 -1.382 -1.037
C 2.158 1.152 6.095
C 1.491 -4.497 -3.706
C -3.351 2.851 -1.017
C -1.713 4.662 1.606
C -3.540 6.592 0.760
C 1.476 -3.910 -2.443
C -4.244 3.783 -1.565
C -0.334 -2.067 -6.081
C 1.117 1.441 2.488
C -4.325 5.023 -0.999
C -2.589 4.361 0.543
C -4.486 -0.856 1.279
C 1.319 -0.438 -6.690
C 0.554 -5.963 -1.551
C 3.732 -3.256 0.044
C -1.659 -0.174 -1.957
C 0.810 2.448 -1.031
C -0.215 0.887 6.025
C -1.781 5.869 2.238
C 4.301 -0.885 1.372
C -0.775 -1.236 -5.060
C 4.447 -3.276 1.235
C 1.147 -1.934 2.546
C 0.998 -4.662 -1.369
C 1.034 1.273 3.917
C 1.937 2.906 -0.358
C -0.981 -1.515 -1.703
H 4.799 -4.220 1.634
H -1.625 -1.556 -4.467
H -4.244 7.339 0.417
H 4.532 0.045 1.878
H -0.906 -2.089 -2.629
H -1.179 0.752 6.497
H 3.147 1.476 4.234
H 4.287 1.843 -2.534
H -6.203 -1.975 1.183
H 1.073 -6.243 -4.882
H 0.574 -0.382 -0.622
H 0.199 -6.539 -0.705
H 1.851 3.425 0.587
H -4.860 3.498 -2.406
H 0.131 3.803 1.512
H 3.534 -4.191 -0.467
H 1.327 1.372 -5.571
H 2.122 -0.111 -7.337
H 0.240 -7.552 -2.960
H 3.268 0.091 -0.224
H -1.999 -1.903 3.962
H 2.096 1.631 2.066
H 4.076 3.077 -0.401
H -2.711 -0.312 -2.233
H 3.081 1.194 6.657
H 0.653 0.659 1.879
H -1.755 0.301 -0.959
H 0.991 -4.243 -0.367
H -6.417 -0.262 1.155
H 1.069 -2.322 -7.684
H -0.826 -3.016 -6.249
H -1.648 -2.109 -1.066
H 5.293 -2.112 2.828
H 1.629 -1.410 3.378
H -2.756 7.792 2.330
H -4.021 -2.848 1.265
H 1.352 -2.997 2.693
H -1.106 6.088 3.057
H -3.329 1.847 -1.417
H 0.467 -2.086 -0.208
H 1.853 -3.936 -4.561
H -5.017 5.765 -1.376
H -0.180 2.742 -0.658
H -0.587 3.548 2.921
H 0.928 0.775 7.832
H -0.432 -2.416 4.667
H -1.209 -3.426 3.465
H 2.311 0.993 -3.676
H 1.567 -1.578 1.611
H -2.689 -1.742 1.461
*
```

Calculated values
Energy above the lowest of the compared OMol25 structures with the same formula, charge and spin   224.5 kJ/mol
HOMO-LUMO gap   6.33 eV

Löwdin population analysis, charges in e, atoms 1 to 2: 1.505 1.528